No. 1
Molecular formula: C3H4N2O
Method: DFT, ωB97M-V/def2-TZVPD

```
10
Properties=species:S:1:pos:R:3:forces:R:3
N 1.3875 -0.6036 0.1229 -0.23 -0.26 0.18
C 0.0065 1.0217 -0.7438 -0.25 0.62 -1.23
N -0.0312 1.3352 -1.8570 0.10 0.34 1.03
O -2.0780 -0.4938 -0.5707 0.51 -0.30 0.57
C -1.3723 -0.5148 0.4007 -0.04 -0.15 -0.41
C 0.0981 0.0987 0.3897 0.11 0.21 -0.18
H 2.0968 0.0927 0.3756 -0.19 -0.48 0.15
H 1.5287 -0.6942 -0.8878 -0.38 -0.25 0.38
H -1.8194 -0.7618 1.3854 0.52 -0.21 -0.05
H 0.2143 0.4976 1.4053 -0.15 0.49 -0.44
```
Positions in Å, forces in eV/Å.

Values from the calculation:
ΔE to the lowest compared entry with this formula, charge and spin: 226.90 kJ/mol
molecular weight: 84.1 u
energy: -8201.5338 eV
SMILES: N#C[C@H](N)C=O
net charge: 0
orbital gap: 10.489 eV

=====

No. 2
Molecular formula: C5H8O
Method: DFT, ωB97M-V/def2-TZVPD

```
14
Properties=species:S:1:pos:R:3:forces:R:3
C -2.2955 -0.4555 0.8992 -1.56 -0.19 1.55
C -0.9675 -0.4335 0.2171 -0.90 -3.62 0.03
C -0.3505 0.6110 -0.1977 0.07 4.36 -0.06
C 0.9431 0.9050 -0.7341 3.16 -1.60 0.02
C 1.9339 -0.0442 -0.5282 0.15 3.77 -2.45
O 3.2105 0.1953 -1.0318 1.37 -1.67 1.50
H -2.3333 -1.0142 1.9212 0.72 1.30 -1.32
H -2.6402 0.6476 1.0541 0.22 -2.14 -0.26
H -3.0802 -1.1236 0.4088 0.90 1.34 -0.14
H -0.4913 -1.3838 -0.0799 -0.45 0.05 0.49
H -0.7901 1.5862 -0.0108 -0.82 0.00 0.27
H 1.1396 1.9704 -1.1346 -0.07 -2.19 0.62
H 1.8154 -1.0238 -0.1824 -0.63 -1.13 0.90
H 3.9061 -0.4370 -0.6010 -2.15 1.71 -1.15
```
Positions in Å, forces in eV/Å.

Values from the calculation:
ΔE to the lowest compared entry with this formula, charge and spin: 237.65 kJ/mol
molecular weight: 84.1 u
energy: -7359.7922 eV
SMILES: C/C=C/C=C/O
net charge: 0
orbital gap: 8.684 eV

=====

No. 3
Molecular formula: H10NO3
Method: DFT, ωB97M-V/def2-TZVPD

```
14
Properties=species:S:1:pos:R:3:forces:R:3
N 0.2579 0.5132 -0.9249 1.33 0.21 0.55
H 1.1840 0.0427 -0.8702 -0.87 -0.65 -0.08
H 0.4351 1.3048 -1.5480 -0.61 0.20 0.50
H 0.1050 0.7177 0.0911 -0.29 0.67 -0.43
H -0.5641 -0.0468 -1.1930 0.24 -0.54 -0.20
H 2.5572 -1.1123 1.2160 -0.02 -0.10 0.11
H 3.2232 -0.3682 0.0584 0.27 -0.04 0.19
O 2.4422 -0.3663 0.6211 -0.07 0.15 -0.44
H -2.4323 -1.5543 -0.3294 0.02 -0.06 0.04
H -2.4272 -1.2847 -1.8346 -0.14 -0.14 -0.12
O -1.8586 -1.3009 -1.0597 0.05 0.22 -0.08
H -1.6472 0.7728 1.9293 0.08 -0.31 -0.08
H -0.5740 1.7940 2.0781 0.34 -0.05 0.08
O -0.7011 0.8881 1.7658 -0.33 0.43 -0.04
```
Positions in Å, forces in eV/Å.

Values from the calculation:
ΔE to the lowest compared entry with this formula, charge and spin: 42.97 kJ/mol
molecular weight: 72.1 u
energy: -7789.2328 eV
net charge: +1
orbital gap: 12.757 eV

=====

No. 4
Molecular formula: C22H34N4OS
Method: DFT, ωB97M-V/def2-TZVPD

```
62
Properties=species:S:1:pos:R:3:forces:R:3
C -6.1256 -2.4521 -0.0686 0.22 0.19 -0.26
H -6.3286 -2.1043 0.9415 -0.04 0.01 0.13
H -5.3628 -3.2266 -0.0263 0.04 -0.13 0.06
H -7.0358 -2.8901 -0.4699 -0.11 -0.08 0.00
C -5.6715 -1.2901 -0.9632 -0.33 -0.01 0.01
N -4.3871 -0.7057 -0.6053 0.13 -0.03 -0.05
C -3.2358 -1.4986 -0.9706 0.16 0.10 -0.13
C -1.9742 -0.6332 -0.9412 0.05 -0.24 0.24
H -2.1083 0.1943 -1.6389 0.06 0.03 -0.09
H -1.1319 -1.2480 -1.2642 0.07 0.05 -0.05
C -1.7571 -0.0902 0.4702 -0.31 0.11 -0.05
N -0.6128 0.8153 0.6423 -0.09 -0.02 -0.09
C -0.1081 0.8103 2.0112 0.16 -0.13 0.17
C 0.8425 -0.3635 2.2868 -0.20 0.11 -0.02
N 1.9772 -0.3894 1.3851 0.06 0.00 0.12
C 1.5291 -0.3215 0.0056 -0.28 0.00 -0.25
H 1.0749 -1.2956 -0.2146 0.02 0.02 -0.11
C 0.4896 0.7768 -0.3207 0.54 -0.03 -0.12
C 1.1052 2.1788 -0.4767 -0.45 -0.03 -0.16
H 1.9725 2.1106 -1.1351 0.10 0.00 0.00
C 0.0925 3.1609 -1.0726 0.36 -0.07 -0.14
O -0.9417 3.4726 -0.1781 -0.40 0.17 0.31
H -1.2042 2.6308 0.2367 0.13 0.03 -0.03
H 0.5854 4.1064 -1.3177 -0.01 -0.11 -0.07
H -0.3210 2.7395 -2.0039 0.11 0.04 0.00
H 1.4345 2.5827 0.4794 0.10 0.02 0.04
H 0.0732 0.5303 -1.3005 0.03 0.00 0.07
H 2.3989 -0.2024 -0.6431 -0.03 -0.08 -0.07
C 3.0731 0.4898 1.7354 -0.24 0.20 0.20
C 4.2881 0.1037 0.9701 0.18 -0.62 0.00
N 5.0711 0.9157 0.3751 -0.43 0.93 0.17
C 6.1108 0.2774 -0.2398 0.43 -0.96 -0.16
C 7.1301 0.8860 -0.9652 -0.06 -0.02 0.03
C 8.1075 0.0940 -1.5291 0.04 0.11 -0.04
C 8.0842 -1.2917 -1.3824 0.01 -0.15 0.00
C 7.0813 -1.9167 -0.6676 0.06 -0.07 -0.04
C 6.0964 -1.1284 -0.0970 -0.15 0.36 0.14
S 4.7168 -1.6064 0.8493 0.07 0.39 -0.17
H 7.0609 -2.9891 -0.5519 0.05 -0.12 -0.02
H 8.8630 -1.8872 -1.8344 0.07 -0.05 -0.04
H 8.9053 0.5521 -2.0940 0.06 0.04 -0.04
H 7.1360 1.9590 -1.0704 0.01 0.13 -0.02
H 2.8960 1.5614 1.5643 0.09 -0.10 0.05
H 3.2781 0.3464 2.8031 -0.03 0.08 -0.07
H 0.3067 -1.3095 2.1495 -0.05 0.03 0.09
H 1.2017 -0.3253 3.3169 -0.02 -0.04 0.02
H 0.4160 1.7532 2.1878 -0.03 0.00 0.10
H -0.9527 0.7697 2.7003 0.00 0.07 0.02
H -1.6537 -0.9599 1.1411 -0.04 0.02 -0.06
C -3.0337 0.6713 0.8577 -0.04 -0.44 0.18
C -4.2527 -0.2416 0.7590 0.04 0.28 0.02
H -5.1456 0.3188 1.0357 -0.02 -0.05 0.08
H -4.1323 -1.0795 1.4711 -0.09 0.04 0.00
H -3.1647 1.5105 0.1739 0.02 0.07 -0.03
H -2.9554 1.0649 1.8719 0.04 0.04 0.05
H -3.3803 -1.8829 -1.9835 0.00 -0.03 0.06
H -3.0904 -2.3635 -0.2952 -0.02 -0.01 -0.07
C -6.7470 -0.2034 -1.0158 0.22 -0.23 -0.09
H -7.0513 0.1025 -0.0183 -0.08 0.06 0.12
H -7.6244 -0.5781 -1.5364 -0.15 -0.01 -0.01
H -6.3661 0.6644 -1.5467 0.00 0.11 -0.07
H -5.5421 -1.6755 -1.9824 0.00 0.04 0.09
```
Positions in Å, forces in eV/Å.

Values from the calculation:
ΔE to the lowest compared entry with this formula, charge and spin: 0.00 kJ/mol
molecular weight: 402.6 u
energy: -42209.2237 eV
SMILES: CC(C)N1CCC(N2CCN(Cc3nc4ccccc4s3)C[C@@H]2CCO)CC1
net charge: 0
orbital gap: 8.584 eV

=====

- What is the net charge in the fourth record?
  0